This record from the Open Molecules 2025 dataset describes a 3-piece molecular cluster, C31H60O6 overall. The level of theory is wB97M-V/def2-TZVPD.

CARTESIAN COORDINATES (ANGSTROEM)
1 C 1.93 5.49 -1.13
2 C 0.65 5.05 -1.83
3 C -0.57 5.88 -1.50
4 C -0.79 6.26 -0.03
5 C -1.75 5.36 0.76
6 C -1.09 4.22 1.53
7 C -0.95 2.89 0.78
8 C -2.26 2.27 0.29
9 C -2.08 1.41 -0.96
10 C -2.72 0.00 -0.87
11 C -1.88 -1.13 -1.46
12 C -1.93 -1.25 -2.95
13 O -1.45 -0.04 -3.56
14 C -0.09 -0.16 -3.53
15 O 0.75 0.81 -3.44
16 O 0.25 -1.47 -3.67
17 C -0.91 -2.30 -3.47
18 C -1.20 -3.02 -4.76
19 C -0.09 -4.04 -5.08
20 C 0.97 -3.53 -6.07
21 C 2.34 -3.28 -5.43
22 C 3.00 -4.46 -4.71
23 C 3.65 -4.02 -3.40
24 C 2.59 -3.75 -2.32
25 C 2.80 -2.52 -1.45
26 C 3.48 -2.83 -0.13
27 C 3.71 -1.62 0.75
28 O 2.57 -0.79 0.79
29 C 2.61 0.37 -0.01
30 H 2.80 5.08 -1.62
31 H 1.95 5.12 -0.11
32 H 2.01 6.57 -1.07
33 H 0.82 5.12 -2.91
34 H 0.49 4.00 -1.64
35 H -0.56 6.78 -2.10
36 H -1.45 5.33 -1.83
37 H 0.14 6.33 0.51
38 H -1.22 7.26 -0.02
39 H -2.52 4.99 0.10
40 H -2.25 5.98 1.49
41 H -1.61 4.05 2.46
42 H -0.09 4.53 1.80
43 H -0.46 2.17 1.42
44 H -0.28 3.05 -0.06
45 H -2.67 1.65 1.08
46 H -2.98 3.05 0.08
47 H -2.52 1.91 -1.81
48 H -1.03 1.30 -1.18
49 H -3.67 0.02 -1.40
50 H -2.90 -0.23 0.17
51 H -2.22 -2.07 -1.05
52 H -0.85 -0.98 -1.16
53 H -2.93 -1.43 -3.33
54 H -0.71 -3.01 -2.67
55 H -2.16 -3.52 -4.71
56 H -1.26 -2.27 -5.53
57 H 0.39 -4.30 -4.15
58 H -0.55 -4.94 -5.47
59 H 0.63 -2.57 -6.45
60 H 1.06 -4.18 -6.93
61 H 3.02 -2.95 -6.21
62 H 2.23 -2.45 -4.74
63 H 2.28 -5.25 -4.50
64 H 3.75 -4.90 -5.35
65 H 4.33 -4.79 -3.05
66 H 4.23 -3.13 -3.60
67 H 2.56 -4.62 -1.67
68 H 1.62 -3.68 -2.79
69 H 3.36 -1.77 -2.00
70 H 1.83 -2.08 -1.23
71 H 4.43 -3.33 -0.32
72 H 2.84 -3.52 0.41
73 H 3.90 -1.94 1.76
74 H 4.58 -1.06 0.42
75 H 3.21 0.23 -0.90
76 H 2.99 1.21 0.56
77 H 1.60 0.60 -0.32
78 C -3.06 0.17 5.10
79 C -2.35 0.04 3.78
80 C -0.92 0.51 3.73
81 O -2.90 -0.42 2.80
82 H -4.08 -0.20 5.01
83 H -2.53 -0.40 5.86
84 H -3.08 1.21 5.41
85 H -0.32 -0.05 4.44
86 H -0.87 1.57 3.98
87 H -0.53 0.36 2.73
88 C -1.41 -2.57 9.13
89 C -1.37 -1.07 9.14
90 C -2.17 -0.37 10.21
91 O -0.74 -0.44 8.32
92 H -0.80 -2.95 8.31
93 H -1.03 -2.96 10.07
94 H -2.43 -2.93 9.00
95 H -1.82 -0.68 11.20
96 H -3.23 -0.65 10.13
97 H -2.07 0.70 10.11

## Properties
E_HOMO in eV: -9.342
2S+1: 1
Gap between HOMO and LUMO in eV: 9.98
Structure (SMILES): CCCCCCCCCCC[C@H]1OC(=O)O[C@@H]1CCCCCCCCCCOC.CC(C)=O.CC(C)=O
Calculated total energy in Ha: -1668.5972
Lowest unoccupied orbital energy in eV: 0.6

Atomic partial charges in e from the Löwdin method, atoms 1 to 5: -0.110, -0.257, -0.205, -0.200, -0.201

This record from the Open Molecules 2025 dataset describes a 8-piece molecular cluster, BH20NO6 overall. The level of theory is wB97M-V/def2-TZVPD.

CARTESIAN COORDINATES (ANGSTROEM)
1 N 2.58 -1.57 2.42
2 H 2.00 -1.66 1.83
3 H 2.79 -2.39 2.93
4 H 2.12 -1.04 3.26
5 H 3.48 -1.35 2.16
6 B -0.55 0.60 0.23
7 H -1.00 -0.35 -0.47
8 H -1.60 1.35 0.54
9 H 0.01 0.27 1.10
10 H 0.24 1.04 -0.55
11 O 2.68 2.68 -0.76
12 H 1.87 2.37 -0.44
13 H 2.87 2.06 -1.42
14 O -4.13 -1.46 -1.05
15 H -3.60 -2.30 -1.04
16 H -3.49 -0.80 -1.06
17 O -2.38 1.87 -2.15
18 H -3.42 1.93 -1.84
19 H -1.92 1.32 -1.51
20 O 0.27 -2.97 0.36
21 H 0.05 -2.09 0.22
22 H -0.12 -3.14 1.19
23 O 0.22 -1.04 -3.63
24 H 0.17 -1.55 -2.78
25 H 1.11 -1.23 -3.86
26 O 0.16 3.43 2.03
27 H -0.37 3.16 2.91
28 H -0.03 2.83 1.41

## Properties
E_HOMO in eV: -8.818
2S+1: 1
Gap between HOMO and LUMO in eV: 6.77
Calculated total energy in Ha: -542.7686
Lowest unoccupied orbital energy in eV: -2.1

Atomic partial charges in e from the Löwdin method, atoms 1 to 5: 0.432, -0.036, 0.156, 0.247, 0.143

This record from the Open Molecules 2025 dataset describes C56H46BrClN5NaO2S as an isolated structure. The level of theory is wB97M-V/def2-TZVPD.

CARTESIAN COORDINATES (ANGSTROEM)
1 Na 0.69 1.04 0.69
2 Cl 5.88 3.52 5.33
3 C 4.49 3.17 4.32
4 C 3.19 3.34 4.84
5 C 2.12 3.07 4.04
6 C 2.24 2.61 2.68
7 O 1.23 2.48 1.95
8 C 3.59 2.37 2.22
9 C 3.89 1.85 0.92
10 N 3.08 1.18 0.18
11 C 3.49 0.59 -1.00
12 C 4.82 0.38 -1.37
13 C 5.17 -0.31 -2.53
14 C 4.22 -0.87 -3.33
15 C 2.86 -0.73 -3.00
16 C 1.83 -1.35 -3.74
17 C 0.53 -1.18 -3.36
18 C 0.26 -0.36 -2.26
19 N 1.18 0.22 -1.54
20 C 2.48 0.03 -1.85
21 C 4.68 2.70 3.05
22 H 3.06 3.70 5.85
23 H 1.11 3.20 4.42
24 H 4.91 2.06 0.59
25 H 5.61 0.75 -0.73
26 H 6.22 -0.43 -2.77
27 H 4.50 -1.45 -4.21
28 H 2.09 -1.96 -4.60
29 H -0.28 -1.66 -3.90
30 H -0.76 -0.17 -1.93
31 H 5.69 2.54 2.68
32 C -2.78 -5.50 2.04
33 C -3.48 -4.88 0.86
34 C -4.57 -5.49 0.27
35 C -5.22 -4.92 -0.83
36 C -4.73 -3.74 -1.35
37 C -3.64 -3.11 -0.78
38 C -3.01 -3.66 0.35
39 N -1.96 -3.02 0.98
40 C -1.54 -1.67 0.74
41 N -2.56 -0.81 0.90
42 C -2.72 0.60 0.79
43 C -1.66 1.43 0.41
44 C -1.97 2.80 0.42
45 C -3.23 3.30 0.75
46 C -4.25 2.43 1.06
47 C -4.02 1.06 1.08
48 C -5.17 0.12 1.37
49 N -0.31 -1.41 0.50
50 C 0.56 -2.44 0.11
51 C 0.22 -3.30 -0.95
52 C 1.09 -4.28 -1.40
53 C 2.31 -4.46 -0.76
54 C 2.65 -3.62 0.29
55 C 1.82 -2.60 0.73
56 C 2.25 -1.66 1.81
57 H -3.32 -6.38 2.39
58 H -2.70 -4.79 2.87
59 H -1.77 -5.81 1.78
60 H -4.94 -6.43 0.67
61 H -6.08 -5.41 -1.26
62 H -5.19 -3.29 -2.23
63 H -3.25 -2.19 -1.20
64 H -1.24 -3.60 1.39
65 H -3.38 -1.26 1.27
66 H -1.19 3.52 0.19
67 H -3.41 4.38 0.76
68 H -5.24 2.80 1.30
69 H -6.06 0.70 1.63
70 H -4.98 -0.55 2.22
71 H -5.41 -0.49 0.50
72 H -0.74 -3.17 -1.44
73 H 0.82 -4.90 -2.24
74 H 2.99 -5.24 -1.09
75 H 3.60 -3.76 0.80
76 H 3.06 -2.08 2.40
77 H 1.42 -1.41 2.47
78 H 2.59 -0.72 1.37
79 O 2.00 3.40 -1.99
80 S 0.60 2.94 -1.96
81 C 0.28 2.40 -3.68
82 C 1.36 2.37 -4.54
83 C 1.19 1.95 -5.85
84 C -0.06 1.56 -6.30
85 C -1.14 1.57 -5.43
86 C -0.97 1.97 -4.11
87 C -0.37 4.49 -2.23
88 C 0.34 5.68 -2.21
89 C -0.32 6.89 -2.29
90 C -1.71 6.92 -2.37
91 C -2.42 5.72 -2.38
92 C -1.75 4.51 -2.29
93 H 2.33 2.68 -4.16
94 H 2.04 1.92 -6.52
95 H -0.19 1.23 -7.32
96 H -2.12 1.25 -5.77
97 H -1.80 1.93 -3.42
98 H 1.42 5.63 -2.12
99 H 0.24 7.82 -2.26
100 H -2.23 7.87 -2.40
101 H -3.50 5.74 -2.44
102 H -2.32 3.60 -2.23
103 Br 1.58 -3.88 7.73
104 C 0.87 -2.75 6.30
105 C 1.38 -1.48 6.14
106 C 0.86 -0.68 5.11
107 C -0.12 -1.12 4.21
108 C -0.59 -2.42 4.45
109 C -0.13 -3.24 5.49
110 H 2.17 -1.11 6.79
111 H 1.26 0.32 5.01
112 H -1.37 -2.84 3.82
113 H -0.53 -4.24 5.66

## Properties
Total charge: -2
E_HOMO in eV: -0.750
2S+1: 1
Gap between HOMO and LUMO in eV: 4.27
Calculated total energy in Ha: -6180.5218
Lowest unoccupied orbital energy in eV: 3.5

Atomic partial charges in e from the Löwdin method, atoms 1 to 5: 0.159, 0.561, -0.695, -0.126, -0.014

This record from the Open Molecules 2025 dataset describes a 2-piece molecular cluster, C4H11N3O2 overall. The level of theory is wB97M-V/def2-TZVPD.

CARTESIAN COORDINATES (ANGSTROEM)
1 C -2.34 2.62 0.91
2 N -1.02 2.77 1.48
3 C -0.02 2.05 1.23
4 N 1.26 2.43 1.58
5 N 0.06 0.78 0.49
6 H -2.76 3.42 0.34
7 H -3.08 2.39 1.65
8 H -2.39 1.80 0.04
9 H 1.41 3.31 2.05
10 H 2.02 2.25 0.94
11 H 0.56 0.66 -0.35
12 H -0.01 -0.09 0.98
13 C 0.24 -2.07 -2.65
14 C 0.70 -2.60 -1.24
15 O 1.37 -2.13 -0.35
16 O -0.19 -3.58 -0.99
17 H -0.77 -2.40 -2.91
18 H 0.99 -2.48 -3.32
19 H 0.24 -1.01 -2.61
20 H 0.00 -4.32 -0.34

## Properties
E_HOMO in eV: -8.587
2S+1: 1
Gap between HOMO and LUMO in eV: 9.12
Structure (SMILES): CN=C(N)N.CC(=O)O
Calculated total energy in Ha: -473.7193
Lowest unoccupied orbital energy in eV: 0.5

Atomic partial charges in e from the Löwdin method, atoms 1 to 5: -0.162, 0.012, -0.504, 0.094, 0.089

This record from the Open Molecules 2025 dataset describes one molecule with the formula H2NOP. The level of theory is wB97M-V/def2-TZVPD.

CARTESIAN COORDINATES (ANGSTROEM)
1 N 0.54 -0.14 0.07
2 P -0.98 -0.67 0.26
3 O -1.74 0.73 -0.13
4 H 0.75 0.67 -0.37
5 H 1.43 -0.59 0.17

## Properties
E_HOMO in eV: -9.963
2S+1: 1
Gap between HOMO and LUMO in eV: 9.76
Structure (SMILES): NP=O
Calculated total energy in Ha: -472.5495
Lowest unoccupied orbital energy in eV: -0.2

Need the Löwdin charges? In units of e they are: -0.221, 0.787, -0.599, -0.006, 0.039

This record from the Open Molecules 2025 dataset describes H8NaO4 as an isolated structure. The level of theory is wB97M-V/def2-TZVPD.

CARTESIAN COORDINATES (ANGSTROEM)
1 Na 0.30 -0.54 -0.84
2 O -1.94 0.05 -1.79
3 H -2.49 0.23 -1.02
4 H -2.17 0.71 -2.45
5 O 2.04 -1.85 0.24
6 H 2.97 -1.90 -0.02
7 H 1.95 -2.45 0.99
8 O -0.85 -0.46 1.44
9 H -0.68 0.42 1.81
10 H -1.32 -0.93 2.13
11 O 0.71 1.85 -0.19
12 H 0.67 2.49 -0.91
13 H 0.81 2.39 0.60

## Properties
Total charge: +1
E_HOMO in eV: -15.840
2S+1: 1
Gap between HOMO and LUMO in eV: 12.40
Calculated total energy in Ha: -467.9162
Lowest unoccupied orbital energy in eV: -3.4

Atomic partial charges in e from the Löwdin method, atoms 1 to 5: 0.613, -0.040, 0.062, 0.068, -0.040

This record from the Open Molecules 2025 dataset describes one molecule with the formula C5H13NS. The level of theory is wB97M-V/def2-TZVPD.

CARTESIAN COORDINATES (ANGSTROEM)
1 C -2.49 -0.71 -0.54
2 N -1.27 -0.61 0.34
3 C -0.83 0.79 0.45
4 C 0.27 1.09 -0.59
5 C 1.26 -0.01 -0.89
6 C 1.93 -0.68 0.36
7 S 2.49 0.60 1.51
8 H -3.29 -0.15 -0.06
9 H -2.71 -1.76 -0.68
10 H -2.33 -0.27 -1.52
11 H -1.70 -0.84 1.22
12 H -0.38 0.91 1.44
13 H -1.63 1.54 0.45
14 H -0.25 1.51 -1.45
15 H 0.85 1.93 -0.18
16 H 2.07 0.33 -1.53
17 H 0.85 -0.89 -1.41
18 H 1.21 -1.40 0.74
19 H 2.77 -1.23 -0.06
20 H 3.19 -0.15 2.40

## Properties
E_HOMO in eV: -8.805
2S+1: 1
Gap between HOMO and LUMO in eV: 9.72
Structure (SMILES): CNCCCCS
Calculated total energy in Ha: -651.2157
Lowest unoccupied orbital energy in eV: 0.9

Atomic partial charges in e from the Löwdin method, atoms 1 to 5: -0.113, -0.118, -0.254, -0.239, -0.280

This record from the Open Molecules 2025 dataset describes a 2-piece molecular cluster, C31H42FIN2O6Si overall. The level of theory is wB97M-V/def2-TZVPD.

CARTESIAN COORDINATES (ANGSTROEM)
1 C 7.09 -1.54 -3.64
2 Si 7.26 0.28 -3.06
3 C 8.56 1.06 -4.23
4 C 8.00 0.29 -1.30
5 O 5.79 1.16 -3.19
6 C 4.68 0.40 -2.67
7 C 3.98 1.30 -1.57
8 C 2.45 1.05 -1.48
9 C 1.53 1.92 -2.21
10 C 1.92 3.09 -3.12
11 C 2.76 4.22 -2.72
12 C 3.05 5.22 -3.74
13 N 2.64 5.22 -5.03
14 C 1.84 4.17 -5.37
15 C 1.43 3.07 -4.51
16 C 0.08 1.67 -2.08
17 C -0.48 0.58 -1.30
18 C -2.04 0.40 -1.23
19 C -2.52 1.04 0.13
20 O -2.02 2.08 0.49
21 C 0.43 -0.31 -0.61
22 C 1.88 -0.04 -0.71
23 C 2.78 -1.05 0.07
24 O 3.79 -0.75 0.65
25 C 2.23 -2.52 0.07
26 I 3.73 -4.06 -0.10
27 C 0.90 -2.78 0.15
28 C 0.29 -4.22 0.14
29 C -0.09 -4.78 1.56
30 C 0.90 -4.38 2.70
31 F 2.13 -5.09 2.62
32 C -0.05 -1.54 0.23
33 O -1.06 -1.55 0.89
34 H 6.41 -2.14 -2.98
35 H 8.11 -2.01 -3.58
36 H 6.70 -1.55 -4.69
37 H 9.09 1.94 -3.79
38 H 9.33 0.25 -4.40
39 H 8.10 1.31 -5.23
40 H 8.41 -0.69 -0.97
41 H 8.86 1.03 -1.32
42 H 7.27 0.72 -0.55
43 H 3.98 0.17 -3.52
44 H 5.00 -0.54 -2.14
45 H 4.22 2.37 -1.82
46 H 4.50 1.10 -0.60
47 H 3.15 4.29 -1.68
48 H 3.68 6.08 -3.42
49 H 1.47 4.14 -6.42
50 H 0.79 2.22 -4.83
51 H -0.62 2.34 -2.63
52 H -2.28 -0.70 -1.16
53 H -2.56 0.90 -2.08
54 H -3.32 0.57 0.79
55 H -0.67 -4.14 -0.46
56 H 0.96 -4.88 -0.46
57 H -1.13 -4.52 1.89
58 H -0.06 -5.91 1.48
59 H 0.43 -4.69 3.67
60 H 1.09 -3.28 2.79
61 C -4.37 1.14 3.02
62 O -5.44 0.60 2.25
63 C -5.54 -0.82 2.33
64 C -6.78 -1.23 3.13
65 N -6.62 -0.92 4.55
66 C -7.86 -1.06 5.32
67 C -9.03 -0.14 4.96
68 O -8.80 1.23 5.26
69 C -8.09 1.95 4.26
70 H -4.27 2.19 2.75
71 H -4.59 1.09 4.09
72 H -3.43 0.63 2.80
73 H -4.63 -1.27 2.75
74 H -5.65 -1.18 1.31
75 H -6.94 -2.30 3.00
76 H -7.63 -0.70 2.69
77 H -6.29 0.03 4.65
78 H -7.60 -0.87 6.36
79 H -8.20 -2.10 5.26
80 H -9.88 -0.44 5.59
81 H -9.37 -0.26 3.93
82 H -8.31 1.58 3.25
83 H -7.02 1.92 4.46
84 H -8.40 2.99 4.32

## Properties
E_HOMO in eV: -8.772
2S+1: 1
Gap between HOMO and LUMO in eV: 7.56
Structure (SMILES): C[Si](C)(C)OCCc1c(-c2ccncc2)cc(CC=O)c2c1C(=O)C(I)=C(CCCF)C2=O.COCCNCCOC
Calculated total energy in Ha: -2454.3543
Lowest unoccupied orbital energy in eV: -1.2

Atomic partial charges in e from the Löwdin method, atoms 1 to 5: -0.183, 0.468, -0.184, -0.168, -0.239